44
Properties=species:S:1:pos:R:3:forces:R:3 method="wB97M-V/def2-TZVPD" mol_weight_g_mol=374.53 e_homo_ev=-7.37 total_energy_ev=-47754.6797 spin_multiplicity=1 fmax_ev_per_a=5.53 relative_energy_kj_mol=7.3 smiles="S=c1nc2sc3c(c2c(-c2ccccc2)n1-c1ccccc1)CCCC3"
S 1.709 -0.344 4.485 -0.6 0.8 0.7
C 1.608 -0.268 2.848 0.3 -1.9 0.0
N 2.662 -0.860 2.196 0.3 0.7 -4.1
C 2.626 -0.865 0.840 -0.6 -0.8 1.5
S 3.875 -1.616 -0.244 -0.7 0.7 1.7
C 3.025 -1.139 -1.665 -4.3 1.9 0.4
C 1.739 -0.542 -1.447 3.3 -1.0 0.9
C 1.484 -0.450 0.041 0.6 0.5 -1.3
C 0.381 0.034 0.703 0.8 -0.8 0.8
C -0.870 0.422 -0.042 1.8 -1.9 1.4
C -1.303 1.691 0.010 0.0 2.6 0.3
C -2.421 2.042 -0.733 -1.7 0.9 -0.1
C -3.096 1.089 -1.549 -0.2 0.1 1.0
C -2.605 -0.235 -1.606 1.0 0.1 0.2
C -1.478 -0.546 -0.790 -1.2 -0.6 -2.0
N 0.440 0.035 2.118 1.3 0.5 -2.6
C -0.730 0.268 2.800 -4.4 -1.6 3.0
C -1.052 1.371 3.528 -1.8 3.2 1.6
C -2.270 1.517 4.304 0.6 -2.0 -0.3
C -3.118 0.359 4.553 2.3 3.7 -0.3
C -2.754 -0.816 3.992 2.0 0.1 -2.4
C -1.644 -0.806 3.056 0.7 -0.6 0.4
C 0.929 0.026 -2.594 -0.6 -1.6 -0.8
C 1.794 0.196 -3.875 0.0 -1.1 0.8
C 2.674 -1.081 -4.213 -0.2 1.3 2.8
C 3.639 -1.431 -2.990 -1.4 4.3 -0.9
H -0.659 2.380 0.614 -1.2 -0.2 -0.6
H -2.911 3.070 -0.613 1.0 -1.6 -0.3
H -4.088 1.413 -1.949 1.2 -0.5 -0.1
H -2.947 -1.017 -2.328 -0.1 0.9 0.9
H -0.971 -1.508 -0.883 -0.5 0.1 0.2
H -0.435 2.270 3.553 0.2 -0.3 -0.2
H -2.495 2.463 4.837 0.3 -0.7 -0.6
H -3.906 0.523 5.246 -0.8 -0.3 0.4
H -3.329 -1.682 4.220 0.0 -0.8 -0.2
H -1.245 -1.715 2.611 -0.7 -0.4 0.1
H 0.355 0.936 -2.303 0.6 -0.6 -0.3
H 0.173 -0.770 -2.915 0.5 1.1 0.7
H 2.411 1.051 -3.741 0.9 0.8 0.1
H 1.126 0.448 -4.688 -0.1 -0.2 -0.4
H 3.254 -0.840 -5.075 0.3 -0.3 -0.7
H 2.023 -1.917 -4.323 -0.5 -0.7 -0.6
H 3.902 -2.402 -2.897 1.3 -3.2 -0.7
H 4.502 -0.754 -3.091 0.2 -0.6 0.1

21
Properties=species:S:1:pos:R:3:forces:R:3 method="wB97M-V/def2-TZVPD" mol_weight_g_mol=182.74 e_homo_ev="-5.42 / -5.42" total_energy_ev=-24425.4315 spin_multiplicity=1 fmax_ev_per_a=3.65 relative_energy_kj_mol=69.0
O 2.024 -0.240 0.984 -0.5 -0.4 0.1
C 2.290 0.752 0.063 1.0 -0.7 -0.3
C 1.072 1.571 -0.337 -0.6 0.9 -2.5
O -0.116 0.943 0.017 -0.8 -2.5 0.1
C -1.323 1.490 0.532 0.3 0.6 0.2
C -2.274 0.301 0.569 -0.3 0.3 -0.1
O -1.680 -0.807 1.200 0.3 0.0 0.0
Mg 0.252 -0.967 0.833 -0.2 0.7 0.2
H 2.713 0.338 -0.879 0.0 -0.1 0.3
H 3.059 1.474 0.407 -0.2 -0.3 0.1
H 1.079 2.488 0.278 0.2 0.5 -1.3
H 1.855 -2.850 -1.277 0.1 1.4 0.2
H -1.693 2.289 -0.128 0.0 -0.2 0.2
H -1.131 1.891 1.539 -0.1 0.0 -0.2
H -2.518 0.110 -0.493 -0.1 -0.3 0.3
H -3.205 0.556 1.104 0.2 0.2 -0.3
C 0.793 -2.672 -1.515 -1.7 -2.7 1.6
O -0.078 -2.232 -0.749 2.0 0.3 -1.4
Mg -2.607 -2.538 1.703 0.1 -0.1 0.1
H 0.453 -3.422 -2.253 -0.1 0.9 -0.6
H 1.033 1.523 -1.598 0.3 1.5 3.3

45
Properties=species:S:1:pos:R:3:forces:R:3 method="wB97M-V/def2-TZVPD" mol_weight_g_mol=357.25 e_homo_ev="-2.91 / -4.17" total_energy_ev=-50337.3101 spin_multiplicity=3 fmax_ev_per_a=2.67 relative_energy_kj_mol=0.0 charge=-1
C 2.148 0.695 2.799 0.0 1.2 -0.5
C 2.853 0.738 1.539 -0.4 1.3 -0.2
C 1.989 1.361 0.567 0.4 0.2 0.8
H 3.859 0.381 1.327 -0.5 -0.1 0.2
C 0.775 1.739 1.235 0.6 -0.1 0.2
C 0.859 1.319 2.602 0.8 0.2 -0.4
H 0.113 1.478 3.387 0.3 -0.1 -0.5
H 2.536 0.347 3.755 -0.1 -0.1 -0.5
H 2.262 1.517 -0.482 -0.3 0.1 0.5
H -0.014 2.351 0.796 0.0 -0.6 0.1
C 0.716 -2.826 0.644 0.2 -0.5 1.3
C 1.435 -2.867 1.904 -1.9 -1.2 -0.5
C 0.622 -2.221 2.906 -0.3 -1.3 -0.9
H 2.311 -3.492 2.049 0.0 0.9 0.1
C -0.650 -1.915 2.297 0.6 -0.6 -0.7
C -0.588 -2.302 0.910 0.2 0.3 0.7
H -1.433 -2.310 0.226 0.3 0.4 0.0
H 1.116 -3.177 -0.311 -0.3 0.0 0.4
H 0.862 -2.080 3.955 0.1 -0.1 -0.3
H -1.545 -1.588 2.829 0.4 0.2 -0.3
Ti 1.107 -0.641 1.377 -0.8 -0.4 0.2
O -1.369 0.739 -1.730 -0.1 1.4 -1.6
C -0.600 1.236 -2.861 -1.4 0.4 0.7
C -1.916 1.888 -2.485 2.0 -0.8 0.6
H 0.317 1.776 -2.590 -0.3 -0.4 -0.1
H -0.595 0.618 -3.775 0.1 0.2 0.6
H -1.825 2.859 -1.971 -0.2 -0.6 -0.1
H -3.569 3.779 -3.478 -0.2 -0.3 0.0
C -3.890 2.772 -3.755 0.5 -0.5 0.3
C -3.128 1.673 -3.286 -1.1 -0.5 -1.1
C -3.515 0.374 -3.695 -0.2 0.5 0.0
H -2.937 -0.499 -3.384 -0.1 0.3 0.1
C -4.644 0.190 -4.503 -0.1 0.4 -0.1
H -4.947 -0.821 -4.796 0.2 0.4 0.1
C -5.394 1.290 -4.959 0.3 0.1 0.3
H -6.275 1.143 -5.604 0.5 0.1 0.4
C -4.997 2.587 -4.581 -0.2 -0.5 -0.2
H -5.560 3.452 -4.946 0.2 -0.3 0.2
C 5.147 -1.223 4.056 0.3 0.6 0.6
C 4.295 -2.207 3.278 -1.2 -0.9 -1.7
O 4.317 -3.397 3.679 -0.1 0.7 -0.1
O 3.637 -1.778 2.243 2.0 0.0 1.8
H 6.165 -1.629 4.168 -0.3 0.2 -0.2
H 4.777 -1.092 5.091 0.0 -0.1 -0.4
H 5.173 -0.238 3.576 0.1 -0.2 0.1

122
Properties=species:S:1:pos:R:3:forces:R:3 method="wB97M-V/def2-TZVPD" mol_weight_g_mol=942.49 e_homo_ev=-9.25 total_energy_ev=-79296.2635 spin_multiplicity=1 fmax_ev_per_a=0.74 relative_energy_kj_mol=23.3 charge=+1
Hf -0.708 -0.735 -0.441 -0.3 0.5 -0.4
C -2.225 -2.915 2.954 0.0 0.0 0.0
C -2.452 -1.445 2.595 0.0 0.0 -0.1
C -3.499 -0.824 3.525 0.0 0.0 0.0
C -1.177 -0.663 2.692 0.0 0.0 0.0
C -0.472 -0.418 3.852 0.0 0.1 0.1
C 0.601 0.383 3.505 0.1 0.1 0.0
C 1.511 0.940 4.575 0.0 0.0 0.0
C 0.906 2.232 5.140 0.0 0.0 0.0
C 3.001 1.066 4.283 0.0 0.0 0.0
N 0.551 0.596 2.172 -0.1 0.0 -0.1
N -0.552 -0.056 1.666 0.2 0.0 0.3
B 1.519 1.378 1.226 0.0 0.0 0.0
N 2.254 0.390 0.260 0.1 0.2 -0.2
N 1.627 -0.449 -0.654 -0.1 -0.1 0.5
C 2.611 -1.083 -1.318 0.0 0.0 -0.2
C 3.842 -0.617 -0.894 0.1 0.0 0.0
C 3.593 0.292 0.109 -0.1 0.0 0.0
C 4.671 0.967 0.907 0.0 0.0 0.0
C 5.629 1.722 -0.018 0.0 0.0 0.0
C 5.451 -0.086 1.706 0.0 0.0 0.0
C 2.556 -2.217 -2.314 0.0 0.0 0.0
C 1.250 -2.461 -3.047 0.0 0.1 -0.1
C 3.080 -3.492 -1.638 0.0 0.0 0.0
N 0.846 2.529 0.432 0.0 -0.1 0.1
N -0.086 2.281 -0.556 -0.1 0.2 0.1
C -0.417 3.485 -1.064 0.0 0.0 0.0
C 0.286 4.483 -0.407 0.0 0.0 0.0
C 1.098 3.860 0.511 0.1 -0.1 0.1
C 2.151 4.679 1.236 0.0 0.0 0.0
C 3.314 4.932 0.269 0.0 0.0 0.0
C 2.694 4.261 2.594 0.0 0.0 0.0
C -1.317 3.844 -2.226 0.0 0.0 0.1
C -0.439 4.290 -3.404 0.0 0.0 0.0
C -2.359 2.824 -2.652 0.0 0.0 0.0
H -3.157 -3.474 2.855 0.0 0.0 0.0
H -1.482 -3.369 2.302 0.0 0.0 0.0
H -1.883 -3.007 3.987 0.0 0.0 0.0
H -2.814 -1.404 1.567 0.0 0.0 0.0
H -3.185 -0.921 4.565 0.0 0.0 0.0
H -3.652 0.237 3.323 0.0 0.0 0.0
H -4.455 -1.336 3.418 0.0 0.0 0.0
H -0.708 -0.760 4.845 0.0 0.0 0.0
H 1.424 0.189 5.365 0.0 0.0 0.0
H 0.764 2.977 4.359 0.0 -0.1 0.1
H -0.068 2.040 5.589 0.0 0.0 0.0
H 1.559 2.654 5.904 0.0 0.0 0.0
H 3.242 1.981 3.751 0.0 -0.1 0.0
H 3.544 1.087 5.228 0.0 0.0 0.0
H 3.367 0.219 3.708 0.0 -0.1 0.0
H 2.327 1.877 1.919 0.0 0.0 0.0
H 4.803 -0.937 -1.258 0.0 0.0 0.0
H 4.226 1.672 1.603 0.0 0.0 0.0
H 6.149 1.031 -0.682 0.0 0.0 0.0
H 5.109 2.450 -0.639 0.0 0.0 0.0
H 6.382 2.248 0.570 0.0 0.0 0.0
H 6.042 -0.710 1.034 0.0 0.0 0.0
H 6.134 0.398 2.405 0.0 0.0 0.0
H 4.790 -0.743 2.269 0.0 0.0 0.0
H 3.292 -1.936 -3.073 0.0 -0.1 0.0
H 0.392 -2.560 -2.377 0.0 0.0 -0.1
H 1.075 -1.662 -3.769 0.0 0.0 0.1
H 1.302 -3.399 -3.599 0.0 0.1 0.0
H 2.405 -3.825 -0.850 0.0 0.0 0.0
H 3.155 -4.301 -2.366 0.0 0.0 0.0
H 4.062 -3.329 -1.198 0.0 0.0 0.0
H 0.239 5.542 -0.603 0.0 0.0 0.0
H 1.645 5.636 1.388 0.0 0.0 0.0
H 3.800 3.989 0.016 0.0 0.0 0.0
H 2.977 5.397 -0.657 0.0 0.0 0.0
H 4.057 5.583 0.733 0.0 0.0 0.0
H 3.468 3.501 2.500 0.0 0.0 0.0
H 3.156 5.131 3.064 0.0 0.0 0.0
H 1.920 3.894 3.262 0.1 0.0 -0.1
H -1.856 4.732 -1.883 0.0 0.0 0.0
H 0.255 3.502 -3.693 0.0 -0.1 -0.1
H -1.055 4.548 -4.266 0.0 0.0 0.0
H 0.157 5.163 -3.141 0.0 0.0 0.0
H -1.917 1.844 -2.801 0.1 0.0 0.0
H -3.157 2.717 -1.918 0.0 0.0 0.0
H -2.820 3.138 -3.589 0.0 0.0 0.0
O -2.329 0.834 -0.328 0.0 0.3 -0.2
H -1.690 1.593 -0.384 0.0 0.2 0.2
H -3.027 1.058 0.301 0.1 -0.2 0.0
S 0.423 -5.606 -2.115 0.1 -0.1 -0.1
C -0.269 -4.865 -0.893 -0.1 -0.1 0.1
N -0.151 -2.594 0.172 -0.2 -0.5 -0.5
C -1.608 -1.333 -4.459 0.0 0.0 0.0
C -0.749 -0.305 -3.807 -0.4 -0.2 0.3
C 0.079 0.604 -4.644 0.0 0.0 0.0
O -0.774 -0.171 -2.580 0.5 0.2 -0.1
H -1.017 -1.931 -5.154 0.0 0.0 0.0
H -2.367 -0.812 -5.051 0.0 0.0 0.0
H -2.089 -1.966 -3.717 0.0 0.0 0.0
H 0.456 0.092 -5.528 0.0 0.0 0.0
H 0.887 1.031 -4.056 0.0 0.0 0.0
H -0.573 1.413 -4.988 0.0 0.0 0.0
C -4.278 -0.224 -2.555 0.0 0.0 -0.1
Si -4.184 -1.302 -1.031 0.1 -0.1 0.0
C -5.562 -2.564 -1.200 0.0 0.0 -0.1
C -4.931 -0.399 0.466 0.1 0.1 0.0
N -2.502 -1.889 -0.865 0.3 -0.5 0.0
C -2.253 -3.285 -0.858 -0.2 0.1 0.1
C -0.937 -3.686 -0.322 0.1 0.0 0.2
C -0.908 -5.150 0.390 0.0 -0.1 0.0
C -2.125 -5.958 0.272 0.1 0.1 0.0
C -3.068 -5.593 -0.613 0.0 0.1 -0.1
C -3.114 -4.277 -1.210 -0.1 -0.1 0.0
H -5.154 0.428 -2.518 0.0 0.0 0.0
H -4.376 -0.850 -3.445 0.0 0.0 0.0
H -3.399 0.403 -2.670 0.0 0.0 0.0
H -6.492 -2.019 -1.013 0.0 0.0 0.0
H -5.498 -3.366 -0.465 -0.1 0.0 0.0
H -5.641 -3.010 -2.192 0.0 0.0 0.0
H -5.756 0.192 0.056 0.0 0.0 0.0
H -4.377 0.252 1.140 0.1 0.1 0.0
H -5.383 -1.152 1.115 0.0 0.0 0.0
H 0.785 -2.883 0.431 -0.1 0.1 0.1
H -0.272 -5.259 1.264 0.0 0.0 0.0
H -2.217 -6.851 0.873 0.0 0.0 0.0
H -3.913 -6.245 -0.788 0.0 0.0 0.0
H -3.994 -4.034 -1.773 0.0 -0.1 0.0

13
Properties=species:S:1:pos:R:3:forces:R:3 method="wB97M-V/def2-TZVPD" mol_weight_g_mol=102.09 e_homo_ev=-10.26 total_energy_ev=-10280.5816 spin_multiplicity=1 fmax_ev_per_a=6.42 relative_energy_kj_mol=406.8 smiles="C1=NC1.O=C=O.N"
C -0.071 0.079 -0.757 5.4 1.0 3.0
N 0.831 0.608 0.113 -5.3 -1.9 -3.1
C 1.116 -0.740 -0.425 0.4 0.8 -0.7
H -0.592 0.326 -1.662 -0.9 0.4 0.4
H 1.253 -1.586 0.188 -0.9 -0.9 1.1
H 1.970 -0.667 -1.057 0.6 -0.2 -0.9
O 1.160 2.826 1.688 -1.5 1.2 1.2
C 2.027 2.420 1.074 1.8 -1.2 -0.9
O 2.929 1.974 0.491 0.4 0.6 0.0
N -3.007 -1.106 0.967 -2.4 2.2 4.3
H -2.688 -1.122 0.083 1.5 -0.2 -3.9
H -2.271 -0.631 1.546 -1.1 -0.5 -0.7
H -3.869 -0.446 0.929 2.1 -1.4 0.3